{"formula": "H4N2OS2", "method": "wB97M-V/def2-TZVPD", "e_tot_ev": -26760.8972, "e_above_lowest_kj_mol": 79.10, "lumo_energy_ev": -0.01, "charge": 0, "elements": ["N", "N", "O", "S", "S", "H", "H", "H", "H"], "xyz": [[0.411, 0.848, -2.429], [0.091, 0.809, 0.609], [-1.709, 1.763, -1.600], [-0.889, 0.561, -1.680], [0.833, -0.638, 1.202], [1.832, -0.382, 0.387], [0.985, -0.036, -2.581], [-0.922, 0.817, 0.630], [0.549, 1.585, 0.910]], "forces_ev_per_a": [[0.22, -1.59, -0.25], [-1.72, -3.09, -0.58], [0.16, -0.66, 0.31], [0.85, 0.88, -1.50], [-0.57, 0.66, -0.02], [0.83, -0.58, -0.37], [-1.09, 1.25, 0.41], [0.32, 0.25, 0.80], [1.00, 2.88, 1.20]], "mulliken_charge": [-0.43, -0.53, -0.48, 0.57, -0.09, 0.12, 0.27, 0.35, 0.21]}